[1]
The following is a quantum chemistry calculation of the molecule C6H10O, from the OMol25 dataset.

Output
ΔE to the lowest compared entry with this formula, charge and spin ... 77.73 kJ/mol
Orbital gap ... 0.405 Eh
DFT total energy ... -8430.4347 eV
E_HOMO ... -9.86 eV
Structure (SMILES) ... C[C@H]1OC[C@H]2C[C@H]21

Element x y z (Å)
C1 1.4418 1.0510 1.3204
C2 0.7094 -0.0095 0.5320
O1 -0.4792 -0.4062 1.1967
C3 -0.9865 -1.3749 0.3028
C4 -0.8976 -0.7222 -1.0708
C5 -1.1232 0.7570 -1.1723
C6 0.2622 0.2371 -0.9100
H1 1.6173 0.6807 2.3355
H2 0.8895 1.9921 1.3822
H3 2.4170 1.2432 0.8630
H4 1.3381 -0.9275 0.4703
H5 -0.2599 -2.2139 0.2921
H6 -1.9610 -1.7239 0.6519
H7 -1.0388 -1.3579 -1.9394
H8 -1.6832 1.2883 -0.4089
H9 -1.2852 1.1177 -2.1871
H10 1.0390 0.3688 -1.6584

Atomic forces in eV per Å
0.01 0.03 -0.03
0.29 0.00 -0.07
0.07 -0.06 0.08
-0.10 -0.24 -0.13
0.05 -0.20 -0.08
-0.11 0.12 0.06
0.22 -0.07 -0.03
-0.04 0.08 -0.13
-0.02 -0.12 -0.07
-0.13 0.03 0.02
0.13 0.44 0.09
-0.50 -0.08 0.02
0.06 0.17 -0.14
0.12 0.14 0.06
0.13 -0.12 0.02
0.01 -0.02 0.27
-0.18 -0.11 0.06

[2]
The following is a quantum chemistry calculation of the molecule C6H10O, from the OMol25 dataset.

Output
ΔE to the lowest compared entry with this formula, charge and spin ... 127.85 kJ/mol
Orbital gap ... 0.386 Eh
DFT total energy ... -8429.9153 eV
E_HOMO ... -9.36 eV
Structure (SMILES) ... C[C@H]1O[C@H]2CC[C@H]21

Element x y z (Å)
C1 -0.3858 0.7639 1.9079
C2 0.2106 1.1052 0.5615
O1 1.4776 0.4481 0.3309
C3 1.0598 0.0188 -0.9741
C4 0.5510 -1.4328 -0.9991
C5 -0.8812 -0.9190 -0.6944
C6 -0.3706 0.5397 -0.7435
H1 -0.4529 -0.3195 2.0480
H2 0.2484 1.1684 2.7032
H3 -1.3866 1.1985 2.0110
H4 0.3396 2.1941 0.4761
H5 1.7458 0.3604 -1.7586
H6 1.0139 -2.0785 -0.2471
H7 0.6361 -1.8937 -1.9886
H8 -1.6055 -1.1482 -1.4811
H9 -1.3153 -1.2379 0.2588
H10 -0.8849 1.2324 -1.4109

Atomic forces in eV per Å
0.01 -0.02 0.01
-0.24 0.20 0.17
0.07 -0.04 0.05
0.31 -0.13 -0.37
0.14 -0.06 -0.03
-0.23 -0.06 0.09
-0.21 0.09 -0.07
0.00 0.16 -0.03
-0.09 -0.06 -0.09
0.13 -0.04 -0.03
0.02 -0.12 0.04
-0.16 -0.08 0.13
-0.05 0.09 -0.14
0.02 0.02 0.17
0.13 0.04 0.10
0.09 0.07 -0.15
0.07 -0.06 0.14

[3]
The following is a quantum chemistry calculation of a cluster of 2 separate species, C6H10O in total, from the OMol25 dataset.

Output
ΔE to the lowest compared entry with this formula, charge and spin ... 50.23 kJ/mol
Orbital gap ... 0.345 Eh
DFT total energy ... -8430.7197 eV
E_HOMO ... -8.52 eV
Structure (SMILES) ... C1=CCCC=C1.O

Element x y z (Å)
O1 0.6634 -2.2693 0.6380
C1 0.0052 0.7562 1.2665
C2 1.1316 0.8430 0.2676
C3 0.7604 0.4570 -1.1872
C4 -0.6538 -0.0292 -1.3900
C5 -1.5791 -0.0166 -0.4245
C6 -1.2414 0.3966 0.9483
H1 0.2759 -1.8918 1.4374
H2 0.2551 1.0012 2.2977
H3 1.9411 0.1950 0.6206
H4 1.5279 1.8672 0.2943
H5 1.4475 -0.3181 -1.5462
H6 0.9139 1.3129 -1.8587
H7 -0.9090 -0.3814 -2.3890
H8 0.0732 -1.9349 -0.0524
H9 -2.5935 -0.3490 -0.6314
H10 -2.0184 0.3612 1.7091

Atomic forces in eV per Å
-0.16 -0.02 0.01
-0.19 0.06 -0.02
-0.03 0.00 0.01
0.01 0.00 -0.03
-0.16 0.06 0.12
0.15 -0.07 -0.16
0.19 0.05 0.07
0.11 -0.06 -0.06
-0.08 0.03 -0.14
-0.07 0.10 -0.02
-0.05 -0.18 0.00
-0.07 0.10 0.02
-0.02 -0.12 0.11
0.00 0.10 0.16
0.08 -0.09 0.04
0.15 0.03 0.02
0.14 0.01 -0.12

[4]
The following is a quantum chemistry calculation of the molecule C6H10O, from the OMol25 dataset.

Output
ΔE to the lowest compared entry with this formula, charge and spin ... 456.33 kJ/mol
Orbital gap ... 0.319 Eh
DFT total energy ... -8426.5108 eV
E_HOMO ... -8.41 eV

Element x y z (Å)
C1 2.5678 -0.2770 -0.0259
C2 1.2177 -0.3798 0.5660
C3 -1.2013 -0.6737 -0.9272
C4 -1.5416 0.5571 -0.1213
C5 -2.3074 -0.6948 0.1018
O1 -0.7779 0.9301 0.9944
C6 0.6014 0.9364 0.7711
H1 3.0045 0.7240 -0.1749
H2 2.4733 -0.7683 -1.0089
H3 3.2505 -0.9220 0.5362
H4 -0.2673 -1.2000 -0.7559
H5 -1.4923 -0.7066 -1.9789
H6 -2.0025 1.4101 -0.6182
H7 -3.3141 -0.7711 -0.2844
H8 -2.1652 -1.0960 1.1062
H9 0.8854 1.7468 0.0708
H10 1.0691 1.1849 1.7491

Atomic forces in eV per Å
0.08 0.03 0.14
0.27 0.31 0.11
0.16 -0.10 -0.08
-0.23 0.17 -0.15
-0.39 -0.07 0.00
0.00 0.04 0.03
0.14 -0.15 -0.12
-0.08 -0.08 0.02
0.00 0.06 0.15
0.03 0.03 -0.14
-0.23 0.01 0.32
-0.09 0.25 0.34
0.07 -0.17 -0.02
-0.06 0.03 0.05
0.19 -0.18 -0.49
0.06 -0.18 0.01
0.10 0.00 -0.14

[5]
The following is a quantum chemistry calculation of the molecule C6H10O, from the OMol25 dataset.

Output
ΔE to the lowest compared entry with this formula, charge and spin ... 473.15 kJ/mol
Orbital gap ... 0.317 Eh
DFT total energy ... -8426.3365 eV
E_HOMO ... -8.60 eV

Element x y z (Å)
C1 0.5899 1.7870 0.6765
C2 0.4968 0.9378 -0.5684
O1 1.6918 0.1771 -0.8002
C3 0.9881 -1.0635 -0.7401
C4 -0.8475 -1.9453 0.9023
C5 -1.3278 -0.5718 0.6977
C6 -0.3818 -0.3308 -0.5268
H1 1.4371 2.4732 0.5883
H2 0.7433 1.1663 1.5649
H3 -0.3271 2.3738 0.8054
H4 0.2719 1.5600 -1.4439
H5 1.0316 -1.6026 -1.6965
H6 1.3584 -1.7050 0.0622
H7 -1.2382 -2.5107 0.0236
H8 -1.1294 0.1265 1.5175
H9 -2.3602 -0.4227 0.3531
H10 -0.9970 -0.4492 -1.4156

Atomic forces in eV per Å
0.02 0.02 0.03
-0.15 0.34 0.06
0.11 0.06 0.01
-0.05 -0.39 0.00
-0.23 0.22 -0.17
0.01 0.03 0.17
-0.01 -0.08 -0.31
-0.11 -0.06 -0.02
0.03 0.10 -0.12
0.14 -0.06 0.01
0.00 0.02 0.11
0.01 0.07 0.22
0.01 0.09 -0.11
-0.05 0.00 0.26
0.05 -0.29 -0.10
0.17 -0.14 -0.04
0.06 0.07 -0.01

[6]
The following is a quantum chemistry calculation of the molecule C6H10O, from the OMol25 dataset.

Output
ΔE to the lowest compared entry with this formula, charge and spin ... 158.98 kJ/mol
Orbital gap ... 0.372 Eh
DFT total energy ... -8429.5926 eV
E_HOMO ... -8.97 eV
Structure (SMILES) ... C=COCC1CC1

Element x y z (Å)
O1 1.1029 -0.5940 1.1881
C1 2.1683 -0.5212 0.3517
C2 2.2343 -0.1003 -0.9107
C3 0.0795 0.3959 1.1516
C4 -0.7478 0.5027 -0.1101
C5 -1.4479 -0.7080 -0.6522
C6 -2.2450 0.3848 -0.0034
H1 3.0558 -0.9121 0.8463
H2 3.1932 -0.1484 -1.4142
H3 1.3830 0.2410 -1.4841
H4 0.5272 1.3708 1.3898
H5 -0.5695 0.1095 1.9878
H6 -0.3831 1.2148 -0.8463
H7 -1.5034 -0.8122 -1.7324
H8 -1.3258 -1.6450 -0.1154
H9 -2.8576 1.0269 -0.6287
H10 -2.6640 0.1946 0.9822

Atomic forces in eV per Å
0.07 -0.08 -0.06
0.16 0.03 -0.19
-0.04 -0.04 0.13
-0.25 0.14 0.09
0.16 0.08 -0.02
-0.01 -0.18 -0.07
-0.18 0.09 0.06
-0.11 -0.01 -0.08
-0.11 0.02 0.10
0.10 0.01 0.13
-0.04 -0.12 -0.08
0.11 0.08 -0.17
-0.09 -0.12 0.12
0.00 0.01 0.20
0.00 0.18 -0.05
0.12 -0.11 0.07
0.10 0.01 -0.17

[7]
The following is a quantum chemistry calculation of the molecule C6H10O at a distorted geometry, from the OMol25 dataset.

Output
ΔE to the lowest compared entry with this formula, charge and spin ... 246.49 kJ/mol
Orbital gap ... 0.395 Eh
DFT total energy ... -8428.6857 eV
E_HOMO ... -9.70 eV
Structure (SMILES) ... C[C@H]1C[C@]2(CO2)C1

Element x y z (Å)
C1 0.0828 -0.0183 2.2655
C2 0.4264 0.3375 0.8564
C3 0.9248 -0.7312 -0.0993
C4 -0.2795 -0.1931 -1.0517
C5 0.0084 0.1769 -2.4254
O1 -0.7136 -1.0149 -2.0811
C6 -1.1198 0.5467 -0.0540
H1 -0.5573 -0.9063 2.2577
H2 0.9531 -0.2162 2.9006
H3 -0.4757 0.8327 2.6591
H4 1.0909 1.2110 0.7920
H5 1.9876 -0.6619 -0.4361
H6 0.7578 -1.7707 0.2312
H7 -0.5717 0.8930 -3.0073
H8 1.0486 0.0430 -2.7090
H9 -1.9997 -0.0438 0.3034
H10 -1.5632 1.5156 -0.4020

Atomic forces in eV per Å
-0.07 0.02 0.30
-1.91 1.02 -0.08
-1.59 0.51 -1.14
1.89 -1.11 0.31
0.22 0.01 -0.34
-0.35 -0.28 -0.74
1.63 -0.31 0.59
0.04 0.13 0.20
-0.04 0.03 -0.10
-0.01 -0.23 0.40
-0.64 0.05 -0.02
-0.99 0.22 0.01
-0.22 0.46 -0.06
0.11 0.03 0.36
-0.14 -0.12 -0.41
1.11 0.14 0.30
0.95 -0.56 0.43

[8]
The following is a quantum chemistry calculation of the molecule C6H10O, from the OMol25 dataset.

Output
ΔE to the lowest compared entry with this formula, charge and spin ... 66.67 kJ/mol
Orbital gap ... 0.380 Eh
DFT total energy ... -8430.5494 eV
E_HOMO ... -9.23 eV
Structure (SMILES) ... C1=CCOCCC1

Element x y z (Å)
C1 0.0684 0.9563 0.9488
C2 -0.1892 1.5527 -0.4335
O1 -0.1456 0.5738 -1.4534
C3 -0.9773 -0.5497 -1.2389
C4 -0.3486 -1.6520 -0.4079
C5 0.6095 -1.4714 0.4991
C6 1.1714 -0.1087 0.8237
H1 -0.8491 0.5026 1.3454
H2 0.3419 1.7547 1.6494
H3 -1.1429 2.1039 -0.4682
H4 0.6176 2.2531 -0.6806
H5 -1.9401 -0.2324 -0.8037
H6 -1.1966 -0.9461 -2.2359
H7 -0.6939 -2.6621 -0.6296
H8 1.0545 -2.3356 0.9932
H9 1.8125 0.1626 -0.0239
H10 1.8118 -0.1389 1.7086

Atomic forces in eV per Å
-0.02 -0.02 0.00
0.01 0.21 0.12
-0.02 -0.03 -0.07
-0.16 -0.15 -0.01
0.11 0.00 0.06
-0.03 -0.02 -0.20
0.12 0.00 -0.01
0.18 0.02 -0.05
0.03 -0.09 -0.18
0.10 -0.12 0.03
-0.17 -0.09 0.00
0.09 -0.06 -0.05
0.00 0.01 0.13
0.01 0.17 0.07
-0.17 0.14 -0.08
0.12 0.11 0.24
-0.19 -0.09 -0.01

[9]
The following is a quantum chemistry calculation of a cluster of 2 separate species, C6H10O in total at a distorted geometry, from the OMol25 dataset.

Output
ΔE to the lowest compared entry with this formula, charge and spin ... 150.32 kJ/mol
Orbital gap ... 0.377 Eh
DFT total energy ... -8429.6824 eV
E_HOMO ... -9.37 eV
Structure (SMILES) ... CC1CC1.C=C=O

Element x y z (Å)
C1 -1.8334 -0.4986 0.0410
C2 -1.3236 0.8621 -0.3736
C3 -0.7228 1.7839 0.6493
C4 0.1530 1.1364 -0.3861
C5 1.8814 -1.9262 0.1216
C6 2.9890 -1.3588 -0.2998
O1 3.9758 -0.8563 -0.6662
H1 -2.8585 -0.4437 0.4254
H2 -1.2032 -0.9211 0.8336
H3 -1.8279 -1.2010 -0.8017
H4 -1.9001 1.3446 -1.1612
H5 -0.9151 2.8498 0.5704
H6 -0.6432 1.4178 1.6705
H7 0.5671 1.7500 -1.1814
H8 1.0194 -1.9802 -0.5318
H9 0.8081 0.3402 -0.0463
H10 1.8342 -2.2988 1.1361

Atomic forces in eV per Å
0.01 -0.04 0.03
-0.10 0.00 -0.07
-0.07 0.14 0.15
0.19 -0.05 -0.11
0.14 0.02 -0.05
0.58 0.21 -0.18
-0.88 -0.42 0.30
0.15 0.00 -0.06
-0.08 0.07 -0.11
0.00 0.10 0.12
0.09 -0.07 0.13
0.01 -0.17 0.00
-0.03 0.05 -0.17
-0.10 -0.05 0.14
0.19 0.00 0.06
-0.14 0.19 -0.06
0.05 0.02 -0.11

[10]
The following is a quantum chemistry calculation of the molecule C6H10O at a distorted geometry, from the OMol25 dataset.

Output
ΔE to the lowest compared entry with this formula, charge and spin ... 210.09 kJ/mol
Orbital gap ... 0.364 Eh
DFT total energy ... -8429.0630 eV
E_HOMO ... -8.90 eV
Structure (SMILES) ... C=C[C@@H](O)C(=C)C

Element x y z (Å)
C1 1.9780 -0.5265 0.6118
C2 0.7385 -0.1746 -0.1661
C3 0.7006 0.9309 -0.9238
C4 -1.4578 1.2750 0.4964
C5 -1.6827 -0.0318 0.4285
C6 -0.5475 -0.9777 0.0264
O1 -0.9710 -1.6942 -1.1286
H1 2.5713 -1.2404 0.0270
H2 2.6080 0.3552 0.7752
H3 1.7751 -0.9924 1.5817
H4 -0.3611 1.4148 0.5144
H5 -0.1280 1.1623 -1.5914
H6 1.4251 1.7355 -0.8176
H7 -2.2166 2.0568 0.5140
H8 -2.6546 -0.4909 0.5877
H9 -0.3989 -1.7509 0.7888
H10 -1.3783 -1.0512 -1.7244

Atomic forces in eV per Å
0.04 -0.04 0.07
0.15 0.14 -0.40
0.57 -0.51 -0.40
0.10 -0.32 0.62
0.02 0.00 0.06
0.15 0.03 0.22
-0.12 0.07 -0.22
-0.07 0.03 0.15
-0.11 -0.12 -0.05
-0.10 0.08 -0.12
-1.60 1.47 0.17
0.13 -0.09 0.28
0.40 -0.42 -0.38
0.24 -0.25 0.43
0.01 -0.02 -0.36
0.08 0.11 -0.10
0.10 -0.15 0.00